19
Properties=species:S:1:pos:R:3:forces:R:3:mulliken_charge:R:1 method="wB97M-V/def2-TZVPD" charge=0 e_above_lowest_kcal_mol=119.2 total_energy_ev=-7891.4937 homo_ev=-7.925 max_force_ev_per_a=3.8
C 1.2427 -0.9780 -1.8084 0.5 0.8 1.2 -1.416
C -0.0793 -0.5556 -1.0401 1.2 -1.1 -1.6 -0.071
N 0.2277 0.4552 0.0644 -2.7 -0.2 -0.8 -0.562
C -1.0632 0.3363 0.3608 2.5 1.6 2.4 0.274
C -2.2799 1.2028 0.0451 0.5 -0.1 -0.4 -0.976
H 1.8806 -1.3856 -1.0116 -0.1 -0.1 -0.3 0.364
H 1.8156 -0.1370 -2.1925 -0.3 0.2 -0.2 0.365
H 1.1362 -1.7493 -2.5751 -0.6 0.2 0.1 0.336
H -0.8658 -0.1960 -1.7422 0.5 -0.6 0.2 0.208
H -0.2519 -1.5564 -0.6160 -1.2 0.1 0.0 0.200
H -0.5653 -0.7204 4.5249 0.0 0.0 -0.1 0.147
H -1.2907 -0.3002 1.2586 -0.2 -0.4 -0.6 0.189
H -0.7408 -0.9477 3.8397 0.0 0.0 0.1 -0.145
H -2.6642 1.0672 -0.9742 -0.1 -0.3 0.3 0.316
H -2.9904 0.8940 0.8180 -0.3 0.5 -0.5 0.329
H -2.0408 2.2874 0.0865 0.1 -0.7 0.3 0.288
H 2.1311 0.4912 0.1510 0.2 -0.2 0.0 0.509
H 3.2872 1.2837 0.6781 0.3 -0.1 -0.1 0.297
O 3.1113 0.5084 0.1329 -0.4 0.3 0.2 -0.652